{
  "formula": "C5H17NO2",
  "method": "ωB97M-V with the def2-TZVPD basis set",
  "symbols": ["C", "C", "C", "C", "C", "N", "H", "H", "H", "H", "H", "H", "H", "H", "H", "H", "H", "H", "H", "H", "H", "O", "H", "H", "O"],
  "xyz": [[0.170, -1.235, -0.657], [-0.646, -0.017, -0.633], [-1.086, 0.590, -2.020], [0.088, 1.108, 0.162], [-0.103, 0.804, 1.697], [-0.576, -2.418, -1.069], [1.018, -1.263, -1.359], [0.531, -1.456, 0.352], [-1.586, -0.048, -0.085], [-1.967, 1.216, -1.922], [-0.291, 1.263, -2.358], [-1.068, -0.249, -2.727], [-0.241, 2.141, 0.118], [1.172, 1.060, 0.047], [-0.145, -0.254, 1.952], [0.733, 1.304, 2.204], [-0.950, 1.339, 2.129], [-1.583, -2.355, -0.886], [-0.219, -3.242, -0.570], [4.139, -4.905, 1.224], [2.976, -5.002, 0.155], [3.799, -4.585, 0.388], [-1.667, 6.446, 1.180], [-2.205, 5.715, 2.420], [-2.002, 5.586, 1.482]],
  "nbo_charge": [-0.281, -0.281, -0.591, -0.394, -0.620, -0.267, 0.291, 0.303, 0.233, 0.248, 0.229, 0.203, 0.253, 0.210, 0.181, 0.232, 0.229, 0.412, 0.408, 0.486, 0.465, -0.950, 0.475, 0.473, -0.948],
  "multiplicity": 2,
  "gap_ev": [10.02, 4.69],
  "charge": 1,
  "mol_weight_g_mol": 123.20,
  "lumo_energy_ev": [-3.56, -8.89],
  "relative_energy_kcal_mol": 39.2,
  "e_tot_ev": -11035.9143,
  "max_force_ev_per_a": 4.32
}